Here is C5H11NO in the gas phase at a distorted geometry from OMol25. Energies are from ωB97M-V/def2-TZVPD.

Geometry (Å):
1 C 0.016 -1.795 0.519
2 C 0.368 -0.480 -0.311
3 C -0.287 -0.598 -1.692
4 N -0.059 0.725 0.355
5 C 0.897 1.317 1.278
6 C -1.165 1.495 0.067
7 O -2.262 1.061 -0.128
8 H -0.685 -1.586 1.328
9 H 0.800 -2.475 0.838
10 H -0.577 -2.376 -0.201
11 H 1.459 -0.535 -0.367
12 H -1.361 -0.505 -1.600
13 H 0.175 0.169 -2.327
14 H 0.089 -1.489 -2.194
15 H 1.779 1.768 0.782
16 H 1.314 0.551 1.932
17 H 0.419 2.183 1.737
18 H -0.919 2.570 -0.015

Its net charge is 0. As for the HOMO energy: -0.3301 hartree. The structure (SMILES) is CC(C)N(C)C=O.